i.
ORCA calculation (wB97M-V/def2-TZVPD) on a single C4H8N4 molecule.

Cartesian coordinates (Å):
H: 0.394 -1.053 -0.133
N: -0.784 -1.314 -0.312
C: -1.550 -0.297 0.049
N: -3.006 -0.447 0.051
C: -1.110 1.054 0.242
C: 0.170 1.536 -0.198
C: 1.439 0.967 -0.041
N: 1.733 -0.332 -0.250
N: 2.801 -0.879 0.309
H: -3.281 -0.092 1.157
H: -3.161 -1.555 -0.217
H: -1.978 1.649 0.191
H: 0.014 2.629 -0.656
H: 2.332 1.670 0.211
H: 3.169 -1.682 -0.070
H: 3.610 -0.321 0.623

Calculated values
HOMO-LUMO gap = 7.3 eV
SMILES string = [H]\N=C(N)/C=C\C=N\N
LUMO energy = -0.517 eV



ii.
ORCA calculation (wB97M-V/def2-TZVPD) on 2 unconnected molecules or ions with the total composition C4H8N4.

Cartesian coordinates (Å):
H: -0.888 -2.313 0.533
N: -1.417 -1.906 -0.240
C: -1.012 -0.755 -0.612
C: -0.695 0.420 0.420
C: -0.576 1.801 -0.140
N: -0.539 0.214 1.658
H: -0.723 -0.757 1.929
H: -1.456 -0.351 -1.519
H: -0.343 2.511 0.651
H: -1.511 2.072 -0.633
H: 0.208 1.844 -0.897
N: 1.193 -0.931 -1.252
C: 1.775 -0.438 -0.288
N: 2.462 0.070 0.558
H: 1.344 -1.845 -1.647
H: 2.177 0.364 1.475

Calculated values
HOMO-LUMO gap = 9.8 eV
SMILES string = [H]/N=C\C(C)=N/[H].N=C=N
LUMO energy = 0.564 eV



ii is preferred energetically. Next in line: 63.8 kcal/mol higher.



i.
ORCA calculation (wB97M-V/def2-TZVPD) on 2 unconnected molecules or ions with the total composition C4H8N4.

Cartesian coordinates (Å):
C: 0.223 1.075 -0.301
C: 0.425 -0.334 -0.707
N: -0.912 1.672 -0.811
N: -0.322 -0.756 -1.812
C: 1.198 -1.146 0.015
C: 0.142 -0.819 3.118
N: 1.101 1.641 0.414
N: -0.849 -1.251 2.700
H: -1.182 2.557 -0.411
H: -1.666 1.071 -1.097
H: -0.037 -1.668 -2.144
H: -0.346 -0.081 -2.565
H: 0.885 2.605 0.662
H: -1.690 -1.612 2.301
H: 1.355 -2.175 -0.263
H: 1.677 -0.781 0.901

Calculated values
HOMO-LUMO gap = 9.2 eV
LUMO energy = 0.850 eV



ii.
ORCA calculation (wB97M-V/def2-TZVPD) on a single C4H8N4 molecule.

Cartesian coordinates (Å):
H: -3.603 -1.474 -0.294
N: -3.869 -0.592 0.198
C: -2.921 0.252 0.099
N: -1.507 0.017 -0.545
C: -0.569 0.934 -0.059
N: 0.690 0.989 0.225
N: 1.267 -0.198 -0.040
C: 2.509 -0.106 -0.715
C: 2.511 -0.562 0.683
H: -3.004 1.298 0.292
H: -1.248 -1.075 -0.572
H: -1.085 1.749 0.441
H: 2.791 1.081 -0.777
H: 2.721 -0.867 -1.374
H: 2.511 -1.636 0.972
H: 2.807 0.191 1.468

Calculated values
HOMO-LUMO gap = 9.8 eV
SMILES string = [H]/N=C\N/C=N\N1CC1
LUMO energy = 1.061 eV



i is preferred energetically. Next in line: 58.2 kcal/mol higher.



i.
ORCA calculation (wB97M-V/def2-TZVPD) on a single C4H8N4 molecule.

Cartesian coordinates (Å):
H: 3.262 -1.034 -0.313
N: 2.661 -0.103 -0.458
C: 1.405 -0.069 0.043
N: 0.931 -0.868 0.975
C: 0.663 1.252 -0.133
C: -0.629 1.573 -0.023
N: -1.713 0.886 0.104
C: -1.828 -0.616 0.022
N: -1.242 -1.526 -0.780
H: -1.827 -2.508 -0.659
H: -0.280 -1.112 0.916
H: 1.188 -1.855 0.864
H: 1.251 2.058 -0.386
H: -0.671 2.641 -0.194
H: -2.446 1.425 0.605
H: -2.605 -1.176 0.831

Calculated values
HOMO-LUMO gap = 8.2 eV
SMILES string = [H]/N=C(N)/C=C\N/C=N/[H]
LUMO energy = 0.153 eV



ii.
ORCA calculation (wB97M-V/def2-TZVPD) on 2 unconnected molecules or ions with the total composition C4H8N4.

Cartesian coordinates (Å):
C: -1.807 -0.929 -0.034
C: 0.433 -0.356 -0.370
C: 2.599 -0.424 0.647
C: 2.347 0.919 -0.063
H: -3.843 0.022 -1.446
H: -3.904 1.330 -0.201
H: -2.359 -1.848 -0.593
H: -0.077 0.617 -0.490
H: 2.416 -0.456 1.853
H: 3.707 -0.905 0.613
H: 1.845 1.788 0.141
H: 3.215 1.232 -0.580
N: -3.755 0.366 0.180
N: -2.199 0.288 0.692
N: -0.339 -1.255 0.179
N: 1.721 -0.388 -0.530

Calculated values
HOMO-LUMO gap = 8.8 eV
LUMO energy = -0.219 eV



i is preferred energetically. Next in line: 122.0 kcal/mol higher.



i.
ORCA calculation (wB97M-V/def2-TZVPD) on a molecular structure, C4H8N4.

Cartesian coordinates (Å):
C: -1.706 0.677 -0.467
C: 0.471 -0.333 -0.748
C: 2.780 -0.734 0.206
C: 2.279 0.701 0.419
H: -3.791 -0.611 1.197
H: -4.149 0.441 -0.265
H: -2.396 1.766 -0.069
H: 0.519 -1.441 -1.002
H: 2.078 -1.483 0.831
H: 3.567 -1.200 -0.342
H: 2.912 1.705 0.302
H: 1.505 0.923 1.177
N: -3.558 -0.508 0.109
N: -2.180 -0.411 -0.119
N: -0.313 0.616 -0.479
N: 1.983 -0.107 -0.750

Calculated values
HOMO-LUMO gap = 9.2 eV
LUMO energy = 0.290 eV



ii.
ORCA calculation (wB97M-V/def2-TZVPD) on a single C4H8N4 molecule.

Cartesian coordinates (Å):
H: -3.482 -0.917 0.406
N: -3.070 -0.004 0.042
C: -1.813 -0.015 -0.035
N: -0.934 1.036 -0.165
C: 0.461 0.582 -0.152
C: 1.438 1.682 0.084
C: 0.418 -0.799 -0.093
N: 1.364 -1.882 0.017
N: -0.873 -1.208 -0.070
H: -1.259 1.968 -0.297
H: 1.502 2.465 -0.733
H: 1.121 2.197 1.028
H: 2.453 1.363 0.072
H: 1.729 -2.402 -0.840
H: 2.026 -1.886 0.799
H: -1.080 -2.180 -0.064

Calculated values
HOMO-LUMO gap = 7.9 eV
SMILES string = [H]/N=c1/[nH]c(C)c(N)[nH]1
LUMO energy = 0.785 eV



ii is preferred energetically. Next in line: 130.8 kcal/mol higher.



i.
ORCA calculation (wB97M-V/def2-TZVPD) on 2 unconnected molecules or ions with the total composition CH5NO3.

Cartesian coordinates (Å):
C: -0.574 -0.360 -0.115
N: -1.640 0.439 0.007
O: 1.237 0.199 0.484
O: 2.139 0.035 -0.639
O: -0.424 -1.313 0.779
H: 2.659 0.847 -0.577
H: 0.614 -1.090 0.927
H: -0.164 -0.461 -1.120
H: -1.792 1.171 -0.667
H: -2.055 0.534 0.922

Calculated values
HOMO-LUMO gap = 9.6 eV
LUMO energy = 0.802 eV



ii.
ORCA calculation (wB97M-V/def2-TZVPD) on 2 unconnected molecules or ions with the total composition CH5NO3.

Cartesian coordinates (Å):
N: 0.999 0.991 -0.332
C: 0.786 -0.108 -1.096
O: 0.240 -0.177 -2.149
O: 1.350 -1.255 -0.523
H: 1.528 0.970 0.518
H: 0.703 1.900 -0.665
H: 1.087 -1.278 0.406
O: -2.546 -0.218 1.041
H: -1.761 -0.719 0.806
H: -2.386 -0.104 1.995

Calculated values
HOMO-LUMO gap = 11.0 eV
SMILES string = NC(=O)O.O
LUMO energy = 0.104 eV



ii is preferred energetically. Next in line: 102.5 kcal/mol higher.



i.
ORCA calculation (wB97M-V/def2-TZVPD) on 2 unconnected molecules or ions with the total composition C2H10N2.

Cartesian coordinates (Å):
C: -2.187 0.316 0.467
N: -1.472 0.125 -0.782
H: -2.110 1.338 0.868
H: -3.246 0.089 0.326
H: -1.799 -0.392 1.196
H: -0.469 0.179 -0.649
H: -1.767 0.758 -1.509
C: 1.819 -0.793 0.616
N: 1.752 0.301 -0.355
H: 2.838 -1.013 0.965
H: 1.255 -0.517 1.494
H: 1.451 -1.705 0.145
H: 2.163 0.020 -1.234
H: 2.259 1.111 -0.024

Calculated values
HOMO-LUMO gap = 9.6 eV
SMILES string = CN.CN
LUMO energy = 1.076 eV



ii.
ORCA calculation (wB97M-V/def2-TZVPD) on 2 unconnected molecules or ions with the total composition C2H10N2.

Cartesian coordinates (Å):
N: 0.904 -1.999 0.450
C: 0.969 -1.773 -0.973
N: -0.082 -0.975 -1.577
H: 0.942 -1.150 0.995
H: 0.066 -2.520 0.678
H: 1.953 -1.350 -1.230
H: 1.007 -2.749 -1.466
H: -0.815 -1.539 -1.990
H: -0.561 -0.425 -0.873
C: -1.435 4.095 1.747
H: -1.480 5.044 2.277
H: -0.688 4.167 0.959
H: -2.407 3.864 1.321
H: -1.131 3.312 2.442

Calculated values
HOMO-LUMO gap = 9.9 eV
SMILES string = NCN.C
LUMO energy = 0.847 eV



iii.
ORCA calculation (wB97M-V/def2-TZVPD) on 2 unconnected molecules or ions with the total composition C2H10N2.

Cartesian coordinates (Å):
C: -1.576 -1.760 -0.274
N: -0.784 -1.197 0.842
H: -1.535 -2.852 -0.300
H: -1.140 -1.476 -1.229
H: -2.607 -1.432 -0.232
H: -1.362 -0.495 1.280
H: -0.525 -1.870 1.545
C: 1.393 2.116 0.049
N: 0.931 0.952 -0.654
H: 0.666 2.954 0.021
H: 2.297 2.548 -0.383
H: 1.472 1.971 1.121
H: 1.424 0.740 -1.498
H: 0.602 0.198 -0.071

Calculated values
HOMO-LUMO gap = 9.3 eV
SMILES string = CN.CN
LUMO energy = 1.131 eV



iv.
ORCA calculation (wB97M-V/def2-TZVPD) on 2 unconnected molecules or ions with the total composition C2H10N2.

Cartesian coordinates (Å):
C: -0.853 -0.744 -0.768
N: -0.373 0.056 0.390
C: -1.421 1.065 0.799
H: -0.966 -0.122 -1.646
H: -1.825 -1.172 -0.503
H: -0.103 -1.518 -0.901
H: -0.387 -0.550 1.201
H: -2.392 0.615 0.998
H: -0.966 1.580 1.641
H: -1.495 1.757 -0.041
N: 2.599 -0.515 -0.472
H: 3.365 0.029 -0.874
H: 2.949 -0.650 0.485
H: 1.866 0.170 -0.307

Calculated values
HOMO-LUMO gap = 10.4 eV
SMILES string = CNC.N
LUMO energy = 1.121 eV



ii is preferred energetically. Next in line: 3.5 kcal/mol higher.



i.
ORCA calculation (wB97M-V/def2-TZVPD) on 2 unconnected molecules or ions with the total composition C2H10N2.

Cartesian coordinates (Å):
C: -2.424 0.406 0.269
N: -1.774 -0.607 -0.389
H: -3.349 0.431 -0.533
H: -2.682 0.209 1.342
H: -1.930 1.361 0.098
H: -1.006 -0.838 0.136
H: -2.439 -1.399 -0.624
C: 2.223 0.566 -0.312
N: 2.031 -0.675 0.256
H: 1.414 1.132 0.462
H: 3.252 1.090 -0.197
H: 1.676 0.571 -1.360
H: 2.198 -1.611 -0.110
H: 2.811 -0.637 0.961

Calculated values
HOMO-LUMO gap = 10.0 eV
SMILES string = CN.CN
LUMO energy = 1.086 eV



ii.
ORCA calculation (wB97M-V/def2-TZVPD) on 2 unconnected molecules or ions with the total composition C2H10N2.

Cartesian coordinates (Å):
C: 1.308 0.608 0.686
N: -0.090 0.184 0.719
C: -1.036 1.268 0.988
H: 1.553 0.941 -0.326
H: 1.512 1.434 1.382
H: 1.922 -0.245 0.972
H: -0.215 -0.583 1.374
H: -1.020 1.519 2.061
H: -2.058 0.906 0.851
H: -0.785 2.108 0.357
N: -0.224 -1.991 -2.188
H: -0.930 -1.282 -2.389
H: 0.081 -1.885 -1.236
H: 0.597 -1.721 -2.717

Calculated values
HOMO-LUMO gap = 9.7 eV
SMILES string = CNC.N
LUMO energy = 0.991 eV



ii is preferred energetically. Next in line: 55.8 kcal/mol higher.



i.
ORCA calculation (wB97M-V/def2-TZVPD) on 3 unconnected molecules or ions with the total composition C3H12N2O2.

Cartesian coordinates (Å):
C: 0.908 1.561 2.478
C: 1.689 0.897 1.376
N: 1.261 0.818 -0.016
C: 0.014 0.327 -0.144
N: -1.052 0.321 0.602
H: -0.101 1.235 2.481
H: 1.026 2.701 2.471
H: 1.243 1.248 3.490
H: 2.687 1.341 1.298
H: 1.747 -0.138 1.734
H: 1.583 1.657 -0.581
H: -0.284 -0.098 -1.113
H: -1.928 -0.197 0.420
H: -2.287 -1.663 -1.683
H: -3.407 -2.409 -1.533
O: -2.989 -1.697 -1.053
H: 0.710 -1.590 -3.519
H: -0.545 -2.630 -3.326
O: -0.274 -1.683 -3.382

Calculated values
HOMO-LUMO gap (spin up / spin down) = 10.9 / 7.2 eV
LUMO energy (spin up / spin down) = -4.436 / -7.955 eV
spin multiplicity = 2
charge = +1
⟨S²⟩ = 0.758



ii.
ORCA calculation (wB97M-V/def2-TZVPD) on 2 unconnected molecules or ions with the total composition C3H12N2O2.

Cartesian coordinates (Å):
C: -0.165 -1.617 0.960
N: -0.690 -0.818 -0.093
C: -0.083 -0.688 -1.374
O: 0.277 0.656 -1.524
C: 1.278 -1.175 1.390
N: 1.440 0.258 1.377
H: -0.183 -2.631 0.587
H: -0.785 -1.394 1.826
H: -1.439 -0.173 0.143
H: 0.773 -1.365 -1.502
H: -0.811 -0.967 -2.148
H: 0.626 0.784 -2.416
H: 1.463 -1.565 2.390
H: 1.934 -1.702 0.709
H: 1.019 0.721 0.579
H: 2.415 0.522 1.436
H: -2.007 3.550 -0.431
H: -1.114 2.348 0.034
O: -1.857 2.600 -0.513

Calculated values
HOMO-LUMO gap (spin up / spin down) = 10.9 / 5.6 eV
LUMO energy (spin up / spin down) = -2.925 / -8.076 eV
spin multiplicity = 2
charge = +1
⟨S²⟩ = 0.755



ii is preferred energetically. Next in line: 22.0 kcal/mol higher.